# C6H10O

A structure of composition C6H10O (ωB97M-V/def2-TZVPD, the Open Molecules 2025 dataset).

HOMO energy ... -9.61 eV
2S+1 ... 1
Strongest force on any atom ... 0.0091 hartree/bohr

Last column: Löwdin charge in e.
Atoms and positions in Å:
O -0.7015 0.7856 -0.9049  -0.067
C -1.2425 -1.5534 -0.5171  -0.006
C -0.6601 0.5618 1.1544  -0.017
C 0.0191 1.5122 0.1217  -0.258
C 1.1008 -0.5216 -0.0906  -0.114
C 1.4364 0.9745 -0.2065  -0.119
C -0.4373 -0.3738 -0.0564  -0.511
H 1.4465 -1.1396 -0.9241  0.115
H 1.4780 -0.9506 0.8460  0.117
H -0.0958 2.5986 0.0792  0.142
H -2.3171 -1.3632 -0.4596  0.085
H -0.9952 -2.4712 0.0244  0.087
H 1.6031 1.2334 -1.2584  0.114
H 2.3011 1.3118 0.3726  0.109
H -0.2176 0.3537 2.1385  0.114
H -1.7377 0.7402 1.2534  0.118
H -0.9801 -1.6984 -1.5727  0.092

=====

# C6H10O

A structure of composition C6H10O at a distorted geometry (ωB97M-V/def2-TZVPD, the Open Molecules 2025 dataset).

HOMO energy ... -9.37 eV
2S+1 ... 1
Strongest force on any atom ... 0.0215 hartree/bohr

Last column: Löwdin charge in e.
Atoms and positions in Å:
O 0.5498 -1.0260 -1.5958  -0.101
C 1.0931 -0.2435 0.5794  -0.087
C -1.2137 0.1600 1.4172  -0.028
C 0.3271 1.1554 -0.8005  -0.035
C -0.3306 0.1296 0.1914  -0.472
C -0.6538 -0.9822 -0.8211  -0.145
C 1.3267 -0.0293 -0.9422  -0.264
H -1.5138 -0.7441 -1.4636  0.131
H -0.2475 1.4110 -1.6948  0.114
H -0.7980 -0.6930 1.9963  0.086
H 2.3075 0.0476 -1.4157  0.146
H -1.0741 1.0568 2.0270  0.082
H -0.8220 -1.9560 -0.3435  0.130
H 1.1029 -1.1751 1.1782  0.126
H 0.7759 2.0483 -0.3530  0.115
H 1.5572 0.5634 1.1567  0.122
H -2.2830 0.0023 1.2360  0.079

=====

# C6H10O

A cluster of 2 separate species, C6H10O in total (ωB97M-V/def2-TZVPD, the Open Molecules 2025 dataset).

HOMO energy ... -7.98 eV
2S+1 ... 1
Strongest force on any atom ... 0.0058 hartree/bohr

Last column: Löwdin charge in e.
Atoms and positions in Å:
O 0.7366 -0.2797 0.6169  -0.151
C -2.2360 0.4405 1.3792  -0.106
C -0.4109 -1.3291 -0.0808  0.060
C -2.0691 1.5160 0.6171  -0.101
C 1.8630 -0.7257 -1.1920  -0.099
C 1.4399 0.5157 -0.4090  -0.122
C 1.0420 -1.5205 -0.1674  -0.302
H -1.1975 2.1580 0.7313  0.042
H -1.5100 0.1463 2.1327  0.050
H 1.5003 -0.8020 -2.2193  0.111
H 0.7437 1.2079 -0.8885  0.116
H 1.5201 -2.3087 0.4148  0.130
H -0.7399 -0.7305 -0.9510  0.043
H 2.9376 -0.9184 -1.1640  0.107
H -3.0891 -0.2217 1.2580  0.054
H 2.2483 1.0611 0.0827  0.124
H -2.7791 1.7908 -0.1608  0.045

=====

# C6H10O

The molecule C6H10O (ωB97M-V/def2-TZVPD, the Open Molecules 2025 dataset).

HOMO energy ... -9.65 eV
2S+1 ... 1
Strongest force on any atom ... 0.0043 hartree/bohr

Last column: Löwdin charge in e.
Atoms and positions in Å:
O -0.5444 1.2675 -0.1596  -0.113
C -2.0313 -0.5548 0.2595  -0.028
C 1.0996 -0.5809 1.0062  -0.066
C 0.8281 1.5340 -0.3936  -0.166
C -0.8375 -0.0738 -0.5568  -0.358
C 1.5337 0.2084 -0.1944  -0.209
C 0.4616 -0.8325 -0.3293  -0.193
H -2.6553 -1.2565 -0.3020  0.078
H 2.5293 0.0670 -0.6030  0.136
H 1.0014 1.9057 -1.4172  0.124
H 0.6264 -1.7639 -0.8638  0.142
H 0.5051 -0.0705 1.7627  0.116
H -1.0868 -0.0933 -1.6304  0.146
H -2.6386 0.3086 0.5339  0.082
H 1.7883 -1.3248 1.3941  0.104
H 1.1279 2.3121 0.3156  0.126
H -1.7072 -1.0524 1.1782  0.078

=====

# C6H10O

A structure of composition C6H10O (ωB97M-V/def2-TZVPD, the Open Molecules 2025 dataset).

HOMO energy (spin up / spin down) ... -6.38 / -5.57 eV
2S+1 ... 1
Strongest force on any atom ... 0.0137 hartree/bohr

Last column: Löwdin charge in e.
Atoms and positions in Å:
O 0.8527 1.4175 0.6244  -0.078
C -1.6065 0.6034 0.1533  0.020
C 1.7259 0.2704 0.7218  -0.127
C -0.0573 1.3365 -0.3030  -0.335
C 0.9779 -1.0240 0.6757  -0.251
C 0.3664 -1.1669 -0.7250  -0.221
C -0.1800 0.1614 -1.1202  -0.075
H 0.1488 -1.1366 1.4128  0.107
H -2.3979 1.0438 -0.4533  0.084
H -0.3828 2.3017 -0.6883  0.159
H -1.6170 1.0399 1.1530  0.096
H -0.4210 -1.9412 -0.7839  0.113
H 2.3016 0.4297 1.6350  0.068
H 1.1465 -1.4449 -1.4372  0.119
H 1.6736 -1.8448 0.8773  0.109
H -0.7654 0.2600 -2.0307  0.131
H -1.7741 -0.4738 0.2824  0.081

=====

# C6H10O

A cluster of 2 separate species, C6H10O in total (ωB97M-V/def2-TZVPD, the Open Molecules 2025 dataset).

HOMO energy ... -9.52 eV
2S+1 ... 1
Strongest force on any atom ... 0.0112 hartree/bohr

Last column: Löwdin charge in e.
Atoms and positions in Å:
O 1.6425 -1.1402 1.5955  -0.020
C -1.2628 0.1499 -0.4861  -0.349
C -1.6588 -0.4056 0.8747  -0.072
C -0.1255 -0.5993 -1.2592  -0.143
C -0.3305 1.3476 -0.5170  -0.061
C 2.2775 -0.2066 1.1730  -0.157
C 0.6256 0.7140 -1.2028  -0.112
H 2.9971 -0.3179 0.3377  0.085
H -2.1974 -1.3543 0.7671  0.078
H -0.4334 2.3573 -0.1247  0.101
H -2.1544 0.2934 -1.1110  0.131
H 0.3258 -1.4189 -0.6875  0.097
H 2.1900 0.8120 1.5962  0.087
H -0.7757 -0.5873 1.4971  0.060
H -2.3159 0.2932 1.4057  0.075
H 1.5902 1.0237 -1.6005  0.096
H -0.3943 -0.9612 -2.2582  0.104

=====

Repeat the sixth record exactly.
# C6H10O

A cluster of 2 separate species, C6H10O in total (ωB97M-V/def2-TZVPD, the Open Molecules 2025 dataset).

HOMO energy ... -9.52 eV
2S+1 ... 1
Strongest force on any atom ... 0.0112 hartree/bohr

Last column: Löwdin charge in e.
Atoms and positions in Å:
O 1.6425 -1.1402 1.5955  -0.020
C -1.2628 0.1499 -0.4861  -0.349
C -1.6588 -0.4056 0.8747  -0.072
C -0.1255 -0.5993 -1.2592  -0.143
C -0.3305 1.3476 -0.5170  -0.061
C 2.2775 -0.2066 1.1730  -0.157
C 0.6256 0.7140 -1.2028  -0.112
H 2.9971 -0.3179 0.3377  0.085
H -2.1974 -1.3543 0.7671  0.078
H -0.4334 2.3573 -0.1247  0.101
H -2.1544 0.2934 -1.1110  0.131
H 0.3258 -1.4189 -0.6875  0.097
H 2.1900 0.8120 1.5962  0.087
H -0.7757 -0.5873 1.4971  0.060
H -2.3159 0.2932 1.4057  0.075
H 1.5902 1.0237 -1.6005  0.096
H -0.3943 -0.9612 -2.2582  0.104